(1)
Computed, not measured: a 2-piece molecular cluster, C4H12NO2 overall, with ωB97M-V/def2-TZVPD.

expectation value of S² = 0.757
HOMO level (spin up / spin down) = -19.460 / -19.453 eV
lowest unoccupied orbital energy (spin up / spin down) = -9.89 / -13.76 eV
strongest force on any atom = 2.912 eV/A
gap between HOMO and LUMO (spin up / spin down) = 0.35174 / 0.20939 hartree

Geometry as ORCA input:
```
! RIJCOSX wB97M-V def2-TZVPD def2/J DEFGRID3
* xyz 2 2
C -1.22 -1.29 -0.21
C -0.61 -0.43 -1.34
C 0.33 0.76 -1.00
C -0.47 1.86 -0.38
O -0.81 1.81 0.76
N -0.46 -1.26 1.11
H -2.26 -1.10 -0.01
H -1.19 -2.34 -0.53
H -0.13 -1.07 -2.09
H -1.48 -0.07 -1.91
H 1.20 0.41 -0.43
H 0.84 0.98 -1.94
H -0.75 2.75 -1.00
H -0.32 -0.32 1.43
H 0.45 -1.69 0.92
H -0.93 -1.73 1.89
H 3.06 1.00 0.95
H 2.51 0.93 2.34
O 2.25 0.79 1.43
*
```

=====

(2)
Computed, not measured: a single C11H16BNO3S molecule, with ωB97M-V/def2-TZVPD.

structure (SMILES) = C[C@H](CS)C(=O)N[C@@H](B(O)O)c1ccccc1
HOMO level = -9.142 eV
lowest unoccupied orbital energy = 0.53 eV
strongest force on any atom = 3.900 eV/A
gap between HOMO and LUMO = 0.35528 hartree

Geometry as ORCA input:
```
! RIJCOSX wB97M-V def2-TZVPD def2/J DEFGRID3
* xyz 0 1
O -0.99 1.63 1.94
O -0.19 2.21 -2.45
O -1.31 2.85 -0.46
S 3.00 -0.17 1.58
B -0.76 1.85 -1.27
C -0.22 0.76 1.66
C -0.53 -2.15 -4.12
C 0.38 -1.14 -3.90
C -1.42 -2.40 -3.10
C 0.31 -0.40 -2.76
C -1.46 -1.73 -1.94
C -0.56 -0.71 -1.79
N 0.07 0.17 0.43
C -0.23 0.46 4.22
C 2.07 0.57 2.95
C 0.56 0.19 2.88
C -0.78 0.39 -0.71
H -0.16 3.12 -2.64
H -1.48 2.47 0.41
H 2.86 -1.41 2.11
H -0.18 -2.90 -4.88
H 1.18 -0.96 -4.55
H -2.09 -3.15 -3.17
H 0.94 0.42 -2.56
H -1.98 -2.05 -1.08
H 0.60 -0.68 0.35
H 0.27 -0.09 5.01
H -1.23 0.04 4.14
H -0.22 1.52 4.49
H 2.54 0.17 3.90
H 2.18 1.59 2.90
H 0.62 -0.91 2.69
H -1.80 0.44 -0.30
*
```

=====

(3)
Computed, not measured: C31H41CsIN5O5P2S5 as an isolated structure, with ωB97M-V/def2-TZVPD.

HOMO level = 0.056 eV
lowest unoccupied orbital energy = 2.65 eV
strongest force on any atom = 3.643 eV/A
gap between HOMO and LUMO = 0.09540 hartree

Geometry as ORCA input:
```
! RIJCOSX wB97M-V def2-TZVPD def2/J DEFGRID3
* xyz -2 1
Cs 1.11 0.80 0.45
O 4.39 -1.07 -3.61
C 3.71 -0.80 -2.49
O 2.92 0.11 -2.43
C 4.00 -1.71 -1.35
C 4.76 -2.86 -1.48
C 4.91 -3.66 -0.35
C 4.28 -3.30 0.82
C 3.52 -2.13 0.85
N 3.41 -1.35 -0.22
C 2.70 -1.74 2.10
O 2.46 -2.67 2.88
O 2.35 -0.54 2.16
H 4.06 -0.45 -4.30
H 5.20 -3.12 -2.43
H 5.51 -4.57 -0.40
H 4.34 -3.89 1.72
C -2.98 0.43 -2.37
P -1.93 -0.26 -1.01
C -3.32 -0.73 0.11
N -4.35 -1.42 -0.33
C -5.35 -1.68 0.54
C -6.43 -2.50 0.15
C -7.44 -2.78 1.04
C -7.42 -2.24 2.33
C -6.40 -1.41 2.73
C -5.34 -1.13 1.84
N -4.31 -0.36 2.26
C -3.29 -0.21 1.43
P -1.81 0.77 1.96
C -2.71 2.29 2.51
C -1.38 -0.08 3.60
C -2.47 -0.03 4.67
C -0.13 0.61 4.13
C -1.05 -1.53 3.22
C -1.38 -1.91 -1.75
C -2.49 -2.82 -2.27
C -0.62 -2.62 -0.62
C -0.40 -1.58 -2.88
H -3.82 -0.22 -2.59
H -2.36 0.59 -3.25
H -3.35 1.40 -2.04
H -6.44 -2.91 -0.85
H -8.25 -3.44 0.74
H -8.22 -2.47 3.02
H -6.37 -0.99 3.72
H -3.65 2.04 3.00
H -2.90 2.89 1.62
H -2.06 2.87 3.16
H -2.56 0.99 5.07
H -2.19 -0.69 5.50
H -3.43 -0.34 4.28
H -0.32 1.66 4.33
H 0.69 0.52 3.42
H 0.18 0.13 5.07
H -1.94 -2.06 2.86
H -0.64 -2.07 4.08
H -0.28 -1.55 2.45
H -3.29 -2.92 -1.54
H -2.09 -3.81 -2.49
H -2.92 -2.41 -3.19
H -1.28 -2.80 0.24
H 0.21 -2.00 -0.27
H -0.22 -3.58 -0.96
H -0.91 -1.11 -3.72
H 0.07 -2.49 -3.25
H 0.38 -0.89 -2.55
S 1.74 6.02 -2.63
C 2.07 4.98 -1.29
S 0.75 4.47 -0.34
S 3.67 4.55 -0.87
N 4.01 1.70 1.47
C 3.15 2.28 2.33
O 1.96 2.41 2.14
C 3.77 2.93 3.56
I 5.18 1.71 4.60
H 3.64 1.18 0.70
H 4.96 1.52 1.73
H 2.98 3.17 4.26
H 4.29 3.84 3.26
S 0.27 2.38 -5.71
C 1.82 2.90 -5.54
N 2.27 3.96 -4.90
C 3.70 4.13 -4.73
C 4.40 3.32 -5.83
S 3.18 2.10 -6.40
H 1.68 4.53 -4.24
H 3.98 3.79 -3.73
H 3.95 5.19 -4.79
H 5.28 2.80 -5.46
H 4.67 3.94 -6.68
*
```

=====

(4)
Computed, not measured: a 5-piece molecular cluster, C5H22N2O5 overall, with ωB97M-V/def2-TZVPD.

structure (SMILES) = C[C@@H](CO)NCCN.O.O.O.O
HOMO level = -8.925 eV
lowest unoccupied orbital energy = 0.17 eV
strongest force on any atom = 3.613 eV/A
gap between HOMO and LUMO = 0.33412 hartree

Geometry as ORCA input:
```
! RIJCOSX wB97M-V def2-TZVPD def2/J DEFGRID3
* xyz 0 1
N 2.61 0.17 -0.57
C 2.32 1.47 0.11
C 0.84 1.69 0.64
N -0.15 0.76 0.03
C -1.88 0.61 2.07
C -0.97 -0.02 0.99
C -1.98 -0.88 0.13
O -1.42 -1.92 -0.63
H 2.40 0.03 -1.54
H 2.05 -0.49 -0.03
H 2.65 2.24 -0.59
H 3.09 1.38 0.90
H 0.93 1.55 1.74
H 0.65 2.72 0.30
H -0.73 1.42 -0.55
H -2.58 -0.12 2.45
H -2.32 1.60 1.72
H -1.27 0.70 3.00
H -0.18 -0.58 1.52
H -2.43 -1.54 0.90
H -2.60 -0.15 -0.37
H -0.61 -1.60 -1.07
H 1.53 -0.89 1.96
H 2.88 -1.53 2.13
O 1.98 -1.74 1.85
H -0.97 -3.55 -1.02
H 0.28 -4.24 -0.42
O -0.31 -4.25 -1.17
H -1.36 3.48 -2.17
H -1.90 3.81 -0.62
O -1.95 3.33 -1.43
H 0.40 -1.89 -3.23
H 0.19 -0.44 -3.39
O 0.82 -1.13 -3.65
*
```

=====

(5)
Computed, not measured: C3H4Cl3F as an isolated structure, with ωB97M-V/def2-TZVPD.

HOMO level = -10.174 eV
lowest unoccupied orbital energy = 0.81 eV
strongest force on any atom = 3.562 eV/A
gap between HOMO and LUMO = 0.40354 hartree

Geometry as ORCA input:
```
! RIJCOSX wB97M-V def2-TZVPD def2/J DEFGRID3
* xyz 0 1
C -1.68 -0.94 1.91
C -2.64 -1.72 2.36
C 0.85 0.48 -0.39
H -0.79 -0.68 2.49
H -3.52 -1.96 1.76
H -2.58 -2.13 3.36
H -0.04 -0.04 -0.06
F 1.14 1.47 0.47
Cl -1.69 -0.22 0.33
Cl 0.54 1.17 -1.98
Cl 2.18 -0.67 -0.42
*
```

=====

(6)
Computed, not measured: a single C5H7NO molecule, with ωB97M-V/def2-TZVPD.

structure (SMILES) = C[C@H](C#N)CC=O
HOMO level = -10.241 eV
lowest unoccupied orbital energy = 0.72 eV
strongest force on any atom = 1.121 eV/A
gap between HOMO and LUMO = 0.40274 hartree

Geometry as ORCA input:
```
! RIJCOSX wB97M-V def2-TZVPD def2/J DEFGRID3
* xyz 0 1
C 0.14 1.03 1.48
C 0.49 0.18 0.25
C -0.71 -0.65 -0.20
C -0.42 -1.54 -1.39
O 0.59 -1.49 -2.04
C 0.98 1.05 -0.83
N 1.34 1.78 -1.65
H 1.00 1.60 1.83
H -0.20 0.38 2.30
H -0.66 1.73 1.24
H 1.31 -0.51 0.50
H -1.07 -1.28 0.62
H -1.56 0.00 -0.47
H -1.22 -2.27 -1.64
*
```

=====

(7)
Computed, not measured: C18H34CeN4O10Se as an isolated structure, with ωB97M-V/def2-TZVPD.

expectation value of S² = 0.751
HOMO level (spin up / spin down) = -11.925 / -12.151 eV
lowest unoccupied orbital energy (spin up / spin down) = -2.51 / -2.51 eV
strongest force on any atom = 4.067 eV/A
gap between HOMO and LUMO (spin up / spin down) = 0.34607 / 0.35443 hartree

Geometry as ORCA input:
```
! RIJCOSX wB97M-V def2-TZVPD def2/J DEFGRID3
* xyz 1 2
Ce -0.21 0.44 -0.65
C -2.83 -1.82 -1.31
C -1.92 -2.05 -2.49
O -1.31 -0.81 -2.81
C -0.47 -0.81 -3.96
C 0.86 -1.49 -3.70
O 1.14 -1.35 -2.32
C 2.13 -2.22 -1.81
C 1.80 -2.50 -0.34
O 0.41 -2.21 -0.16
C -0.25 -2.91 0.87
C -1.75 -2.83 0.58
O -2.11 -1.61 -0.09
H -3.52 -2.65 -1.19
H -3.42 -0.91 -1.48
H -2.51 -2.40 -3.34
H -1.16 -2.80 -2.25
H -0.32 0.24 -4.22
H -0.99 -1.29 -4.79
H 1.64 -1.02 -4.31
H 0.83 -2.56 -3.95
H 3.12 -1.77 -1.89
H 2.12 -3.15 -2.38
H 2.40 -1.90 0.34
H 1.98 -3.56 -0.11
H 0.00 -2.50 1.85
H 0.05 -3.97 0.85
H -2.30 -2.88 1.52
H -2.05 -3.67 -0.04
N -2.01 2.01 0.77
C -2.14 3.46 0.46
C -2.84 3.70 -0.87
C -2.01 3.33 -2.08
N -1.88 1.86 -2.23
H -2.94 1.63 0.93
H -1.54 1.95 1.67
H -1.13 3.87 0.42
H -2.68 3.96 1.26
H -3.08 4.76 -0.93
H -3.80 3.17 -0.90
H -1.00 3.73 -1.98
H -2.44 3.76 -2.98
H -1.22 1.70 -2.98
H -2.77 1.47 -2.55
O 2.22 0.47 -0.43
Se 1.91 1.98 -1.07
O 3.18 2.91 -1.34
O 0.95 1.57 -2.37
O 0.76 2.52 0.01
O 3.85 -0.08 1.34
C 3.82 1.01 2.25
N 3.89 0.55 3.60
C 2.89 0.00 4.34
O 3.07 -0.51 5.43
C 1.48 0.09 3.81
C 0.44 0.19 4.72
C -0.86 0.13 4.26
C -1.08 -0.02 2.90
N -0.08 -0.10 2.01
C 1.17 -0.07 2.47
H 3.32 0.17 0.55
H 2.90 1.59 2.11
H 4.66 1.67 2.08
H 4.81 0.35 3.99
H 0.67 0.27 5.77
H -1.70 0.18 4.94
H -2.09 -0.08 2.50
H 1.95 -0.19 1.74
*
```

=====

(8)
Computed, not measured: a 2-piece molecular cluster, CH3N3O2 overall, with ωB97M-V/def2-TZVPD.

expectation value of S² = 2.026
HOMO level (spin up / spin down) = -5.416 / -9.652 eV
lowest unoccupied orbital energy (spin up / spin down) = -0.78 / -3.80 eV
strongest force on any atom = 4.091 eV/A
gap between HOMO and LUMO (spin up / spin down) = 0.17022 / 0.21510 hartree

Geometry as ORCA input:
```
! RIJCOSX wB97M-V def2-TZVPD def2/J DEFGRID3
* xyz 0 3
C -0.03 0.99 0.71
N 1.65 1.70 -0.81
N 0.74 1.51 -0.03
N -0.80 -1.82 0.11
O 0.28 -2.36 0.07
O -1.89 -2.28 0.20
H -0.58 -0.71 0.00
H -0.68 1.13 1.47
H 1.31 1.85 -1.72
*
```